No. 1
Molecular formula: C21H28N4PS2
Method: DFT, ωB97M-V with the def2-TZVPD basis set

Energy above the lowest of the compared OMol25 structures with the same formula, charge and spin: 0.0 kJ/mol
Largest force on an atom: 2.0 eV/A
Gap between HOMO and LUMO: 6.72 eV
Charge: +1

The geometry in XYZ format:
```
56
Properties=species:S:1:pos:R:3:forces:R:3:mulliken_charge:R:1
C 0.8490 -3.3756 1.9642 -0.1617 -0.5764 0.2875 0.272
C 0.4452 -2.5423 1.2146 -0.0064 0.7600 0.3114 -1.400
C -0.0188 -1.3064 0.5915 0.6435 -0.5614 0.0574 -0.343
C 0.7169 -0.0166 1.0843 -0.3988 0.6307 0.3294 0.296
P 2.4170 -0.2775 1.8934 1.4538 -1.1868 -0.8186 0.212
S 3.6665 -1.4702 1.0251 -0.1397 0.0250 0.1089 -0.298
N 0.9725 0.7778 -0.1584 0.7408 1.1136 -1.0042 0.229
N 2.1503 0.5972 -0.9211 -0.2345 -0.0933 0.3144 -0.837
C 0.0478 1.6032 -0.5681 -0.6855 -0.5421 1.5478 0.923
C 0.0293 2.4199 -1.7925 -0.3403 0.0139 -0.4836 -0.806
C -1.2111 2.0172 -2.6343 0.1194 -0.2256 0.2019 -1.177
C -1.1615 0.6132 -3.2454 -0.1964 0.4425 -0.1346 -0.261
C 0.0649 0.2980 -4.0992 0.1229 -0.1839 0.1392 -1.135
N 0.2685 -1.1207 -4.2680 -0.2878 -0.0734 -0.5241 0.348
C -0.3605 -1.8959 -5.2142 -0.0861 -0.2283 -0.1192 -0.397
C 0.0879 -3.1744 -5.0925 0.5165 -0.6206 0.4725 -0.550
C 1.0343 -3.2092 -4.0229 -0.7196 0.3278 -0.6874 -0.812
C 1.1056 -1.9295 -3.5546 0.6229 -0.3460 0.6962 -0.311
S -1.2896 1.5996 0.5297 0.1307 0.5395 -0.4037 -0.342
C -0.2296 0.9533 1.9116 -0.3515 -0.5382 -0.2007 1.278
C 0.4660 2.1567 2.5647 0.3990 -0.0464 0.4526 -1.121
C 0.9400 1.9307 4.0167 0.4683 0.4997 -0.3651 -1.268
C -1.1866 0.2774 2.9015 0.8513 0.4759 -1.1127 -0.086
C -2.4323 0.8419 3.1187 -0.0381 -0.4311 0.4606 -0.431
C -3.2633 0.1900 4.0080 0.0970 0.3998 -0.3903 -0.783
C -2.7972 -0.9619 4.6091 -0.4473 -0.4703 0.5947 -0.417
N -1.5952 -1.4950 4.4341 0.2696 0.2020 -0.2877 -0.695
C -0.7946 -0.8643 3.5751 -0.5907 0.0999 0.3312 -0.146
H 1.1113 -4.1263 2.6666 0.2046 -0.2115 -0.0569 0.407
H -1.0827 -1.2387 0.7957 -0.1724 0.2406 -0.1749 0.590
H 0.1457 -1.3911 -0.4810 -0.1617 0.0473 -0.1660 0.353
H 2.9489 1.0249 1.9342 -0.5418 0.1332 0.2441 0.137
H 2.2242 -0.6536 3.2298 -0.5171 0.3861 -0.0473 0.131
H 1.8967 0.2457 -1.8354 0.0776 -0.1881 -0.0193 -0.004
H 2.6381 1.4790 -1.0246 0.0641 0.0175 0.1554 0.286
H 0.9614 2.3616 -2.3409 0.0791 -0.1464 -0.1124 0.523
H -0.1026 3.4645 -1.5166 0.0142 0.0594 0.2646 0.327
H -1.4119 2.7841 -3.3769 0.2218 0.0597 -0.1499 0.490
H -2.0597 2.0404 -1.9514 -0.2207 0.1180 -0.0937 0.536
H -1.3165 -0.1412 -2.4728 0.2539 -0.1119 0.0886 0.291
H -2.0311 0.5455 -3.8970 -0.1527 -0.1871 0.0364 0.487
H 0.9930 0.7030 -3.6963 0.0247 0.0851 0.1615 0.539
H -0.0420 0.7556 -5.0798 -0.0062 0.0412 -0.1185 0.316
H -1.0858 -1.5280 -5.9166 -0.0081 0.3916 0.0381 0.366
H -0.1763 -4.0437 -5.6663 -0.2389 0.1146 -0.2380 0.432
H 1.5772 -4.0737 -3.6959 0.1483 -0.0150 0.1969 0.453
H 1.7453 -1.6101 -2.7472 -0.0313 0.4176 -0.0195 0.518
H 1.3353 2.4599 1.9836 -0.0673 0.0332 -0.3254 0.516
H -0.2024 3.0133 2.5604 -0.2092 -0.0200 -0.0726 0.550
H 0.2453 2.3405 4.7398 -0.2655 -0.2701 0.0961 0.371
H 1.1789 0.9015 4.2508 -0.1994 -0.1532 0.1301 0.334
H 1.8649 2.4918 4.1472 0.0624 0.0338 0.0882 0.361
H -2.7434 1.7524 2.6290 -0.0820 0.1077 -0.0485 0.538
H -4.2534 0.5610 4.2088 -0.1514 -0.0082 0.1220 0.433
H -3.4658 -1.4810 5.2861 0.1202 -0.1264 0.0683 0.426
H 0.1858 -1.2734 3.3957 0.0038 -0.2551 0.1783 0.354
```
Positions in Å, forces in eV/Å.



No. 2
Molecular formula: C40H55BF8N2O2PbSe
Method: DFT, ωB97M-V with the def2-TZVPD basis set

Energy above the lowest of the compared OMol25 structures with the same formula, charge and spin: 140.0 kJ/mol
Largest force on an atom: 3.6 eV/A
Gap between HOMO and LUMO (spin up / spin down): 3.53 / 3.51 eV

The geometry in XYZ format:
```
110
Properties=species:S:1:pos:R:3:forces:R:3:mulliken_charge:R:1
Pb 0.3942 -0.8354 -2.0058 0.3498 -0.0054 -0.7492 1.790
C 1.3349 1.7527 5.6545 0.2091 -0.3855 0.1380 -1.920
C 2.4549 2.2652 4.7673 1.2038 -0.2392 -0.8709 1.875
C 2.4878 3.8288 4.7907 -0.9446 -0.8348 0.5520 -1.731
C 3.7736 1.6165 5.3671 -0.0966 1.0522 -0.2369 -1.524
C 2.3827 1.7158 3.3026 -1.4623 -0.0291 0.1915 -1.079
C 1.4826 0.7273 2.9438 0.4996 -0.5752 -0.0351 -0.256
C 1.5016 0.1334 1.6663 -1.4353 -0.5323 0.1069 -0.489
Se 0.3511 -1.2950 1.1041 -0.5941 0.5213 -0.1832 0.176
C -1.5211 -0.8422 1.2726 2.8538 0.1035 1.5056 0.094
C -2.0188 -0.2150 2.3879 0.2361 0.7582 0.3451 -0.742
C -3.2636 0.3768 2.3540 -0.1324 -0.5294 0.3031 0.183
C -4.1118 -0.0456 1.3221 -0.1405 -0.4983 -1.4939 -0.242
C -3.7026 -0.8787 0.3030 -1.3181 0.3929 -0.1169 -0.147
C -2.2981 -1.0746 0.1336 0.2079 -0.8115 -2.9346 0.619
O -1.7973 -1.3892 -1.0103 -0.4279 -0.1276 1.5868 -0.978
C -4.7117 -1.4959 -0.6747 -0.9687 0.6371 -0.8618 1.702
C -4.9454 -0.5108 -1.8777 1.1899 -0.9025 -0.4667 -1.274
C -4.3187 -2.8507 -1.2534 2.3320 -0.6560 -0.5467 -1.468
C -6.0954 -1.6475 -0.0183 0.0393 1.4776 0.9388 -1.616
C -3.7583 1.2807 3.4533 0.5313 1.8472 -1.5729 2.084
C -5.1767 0.9937 3.8519 -1.1029 -1.2206 -0.0764 -1.741
C -3.7143 2.7736 2.8704 0.7255 0.2391 0.0224 -1.471
C -2.8359 1.1862 4.6349 1.0764 0.0701 0.4914 -1.986
C 2.3265 0.5885 0.5910 0.5120 0.6861 -0.9068 0.888
O 2.2862 0.1769 -0.6214 0.0327 -0.2881 1.7238 -0.164
C 3.2123 1.7032 0.9906 0.6110 0.0035 -1.9228 -0.189
C 3.1867 2.2157 2.2402 0.5976 0.3315 1.2012 -0.312
C 4.1234 2.2873 -0.1710 -0.6870 0.5397 2.4466 2.089
C 4.9887 1.1973 -0.7637 0.2662 -0.5685 -0.4624 -1.290
C 5.0192 3.4094 0.4489 0.8420 -1.4837 -1.7623 -2.117
C 3.1656 2.9364 -1.1199 -1.6349 0.7094 -1.9603 -1.280
H 1.4236 2.1733 6.6432 -0.0079 0.5404 0.3076 0.486
H 0.3300 1.9062 5.2992 -0.3503 0.2860 -0.2879 0.317
H 1.4651 0.6964 5.8485 -0.0858 -0.4938 -0.2286 0.447
H 2.5022 4.2388 5.8069 -0.0535 -0.3792 0.0051 0.424
H 3.3097 4.2666 4.3021 1.3418 0.2447 -0.7275 0.420
H 1.6185 4.2532 4.2920 -0.2930 -0.1801 0.0122 0.411
H 3.8388 1.9469 6.4280 0.2605 -0.3318 -0.6444 0.417
H 3.7030 0.5275 5.3044 -0.0989 0.1132 0.1768 0.375
H 4.6950 1.8966 4.8013 -0.7013 0.0568 0.5042 0.321
H 0.8519 0.2687 3.6810 -0.2726 0.0165 0.2289 0.593
H -1.4244 -0.0742 3.2679 0.4892 -0.0162 -0.0618 0.175
H -5.1299 0.2961 1.2627 -0.1890 0.0248 0.3884 0.225
H -4.0378 -0.5829 -2.5583 -1.0932 0.6292 0.7912 0.053
H -5.8227 -0.8462 -2.4503 0.2425 -0.0608 0.1429 0.582
H -5.1633 0.4920 -1.5145 0.3981 0.1202 -0.1577 0.208
H -3.2021 -2.9155 -1.4413 -1.3368 0.2872 -0.0220 -0.068
H -4.4705 -3.7236 -0.6166 -0.5789 0.1966 0.2180 0.347
H -4.7795 -3.0197 -2.2379 -0.1519 0.0378 0.4498 0.394
H -6.4699 -0.6152 0.2385 -0.0648 -0.9204 -0.6292 0.322
H -6.8248 -2.1277 -0.7217 0.7113 0.1165 1.0447 0.407
H -5.9396 -2.0569 1.0033 -0.6131 -0.6501 -0.7880 0.398
H -5.9859 1.2193 3.1183 0.8011 0.3733 0.5008 0.275
H -5.3058 -0.0867 4.0194 0.1304 0.1304 0.1882 0.394
H -5.3297 1.4762 4.8091 -0.5526 0.2785 0.0187 0.462
H -4.3917 2.8756 2.0153 0.0379 -0.1210 0.1598 0.390
H -4.0371 3.5025 3.6436 0.0692 -0.5356 -0.2748 0.424
H -2.7014 3.1412 2.5012 -1.0422 -0.8797 0.5541 0.254
H -2.5885 0.1381 4.8323 0.0875 0.0863 0.0460 0.458
H -1.8826 1.7477 4.3971 -0.9927 -0.5653 0.6586 0.175
H -3.3151 1.5134 5.5626 0.2467 0.5042 -0.2438 0.423
H 3.8493 3.0242 2.5551 -0.0307 -0.1962 -0.5399 0.438
H 5.3645 0.5726 0.0868 0.2444 0.4652 -0.9400 0.289
H 4.3757 0.5369 -1.4067 0.4821 0.3198 0.3495 0.024
H 5.7990 1.6568 -1.4046 -0.6321 -0.6215 0.8840 0.418
H 5.6965 2.9039 1.1596 -0.2931 0.6934 0.1389 0.377
H 5.6751 3.7545 -0.4036 -0.7233 0.0755 0.9597 0.452
H 4.3919 4.2060 0.8342 0.3511 0.1504 0.2473 0.396
H 2.2416 2.3338 -1.3631 0.9469 0.6361 0.6268 0.020
H 2.8232 3.9451 -0.7394 0.3571 -1.0770 -0.5187 0.322
H 3.6175 3.0489 -2.1360 0.0046 0.3216 0.7371 0.344
C 1.6640 0.5666 -5.2195 -0.5781 0.8126 0.8618 -0.965
C 1.5216 -0.9280 -5.3506 -1.0182 0.1394 -0.7122 -0.748
N 0.2737 -1.5355 -4.8048 0.8179 1.4540 -0.9405 0.803
C -0.9382 -1.1668 -5.6140 0.6312 -2.3443 -0.0817 -0.661
C -1.5420 0.2085 -5.6729 2.0052 0.2669 0.0512 -0.972
C 0.3976 -3.0020 -4.8617 0.3177 -0.6837 -0.6453 -0.960
C 1.5410 -3.6035 -4.0286 -2.1808 1.9770 2.0451 -1.373
N 1.6155 -2.7818 -2.7479 0.4820 -0.1142 -0.4405 0.040
C 2.0687 -3.5620 -1.7193 0.3492 -1.4408 3.0974 -0.276
C 3.3475 -3.4554 -1.0292 -1.3947 -0.1946 -0.9810 0.232
F 4.2197 -2.4966 -1.3614 -0.1265 0.0905 -0.2391 -0.396
C 3.7736 -4.3783 -0.0831 -1.0100 -0.8752 0.3949 0.370
F 5.0124 -4.2191 0.4194 -0.2801 -0.2513 -0.0484 -0.298
C 2.9326 -5.4242 0.3798 -0.1454 0.7722 0.7253 -0.617
C 1.6044 -5.4038 -0.0758 0.0819 -0.8206 0.4738 0.166
F 0.6736 -6.2777 0.4615 1.1309 0.7017 -0.6561 -0.317
C 1.1936 -4.5729 -1.0975 2.3234 0.9403 -1.4838 0.756
F 0.0970 -4.8679 -1.7886 -1.0714 0.1218 0.2946 -0.361
H 1.1179 1.0976 -5.9921 -0.0822 -0.0014 -0.1378 0.327
H 1.2094 0.9259 -4.2716 0.4373 -0.0383 -0.3064 0.059
H 2.7016 0.9167 -5.2845 -0.1701 -0.3245 0.1680 0.382
H 1.6153 -1.1311 -6.4238 -0.1085 -0.4952 -0.1053 0.305
H 2.2920 -1.4346 -4.8526 1.3474 -0.4947 0.6765 0.493
H -0.7352 -1.5574 -6.6366 -0.2008 0.2344 0.2373 0.281
H -1.5904 -1.9012 -5.1463 -1.0369 0.3374 -0.3631 0.394
H -0.9993 0.7923 -6.4696 -0.2356 0.0433 1.4346 0.346
H -2.4913 0.1062 -6.1218 -1.4311 -0.2139 -0.0580 0.498
H -1.5854 0.6005 -4.6370 -0.0519 0.5076 -1.0134 -0.039
H -0.5694 -3.3622 -4.5455 -0.1637 -0.4445 0.5170 0.550
H 0.5143 -3.4349 -5.8935 -0.0755 0.8060 0.3035 0.277
H 1.2886 -4.6117 -3.7249 -0.0707 -0.3618 -0.4482 0.618
H 2.4680 -3.5956 -4.5404 1.0575 0.0972 -0.5380 0.443
H 3.2199 -6.1311 1.2008 -0.1607 0.8936 -0.9921 0.383
F -1.1505 1.6038 -2.8324 0.1596 -0.1424 -1.1998 -0.139
B -1.4577 2.2600 -1.6513 3.0037 0.5529 0.9765 0.064
F -1.1071 3.6453 -1.6913 -0.6849 -1.5440 0.0584 -0.361
F -2.6905 1.9489 -1.2534 -1.6470 0.1480 0.6293 -0.169
F -0.4789 1.5675 -0.6923 -0.6355 0.5312 -0.2226 -0.209
```
Positions in Å, forces in eV/Å.